[1]
Here is an isolated molecule of C2H2N6 from OMol25. Energies are from ωB97M-V with the def2-TZVPD basis set.

Positions of all 10 atoms, in Å:
N 0.93 -1.35 -0.55
H -2.28 -1.24 0.90
N -0.51 1.23 -0.42
N -2.02 -0.23 0.71
N 1.54 -0.77 0.72
N -0.25 -1.10 -0.80
H 1.37 1.95 -0.86
C -1.01 -0.08 -0.05
N 1.50 0.44 0.70
C 0.74 1.14 -0.32

Properties
Structure (SMILES): [H]/N=c1/ncnnnn1
HOMO energy, eV: -9.6302
Orbital gap, eV: 8.58
Largest force on an atom, eV Å⁻¹: 4.801

---

[2]
Here is an isolated molecule of C2H2N6 from OMol25. Energies are from ωB97M-V with the def2-TZVPD basis set.

Positions of all 10 atoms, in Å:
H -1.07 1.04 -2.24
N -1.21 -0.85 -1.12
N 1.04 -1.28 -0.12
N -0.42 -1.49 -0.40
H -0.51 2.06 1.85
C -0.93 0.54 -1.15
C 0.44 0.81 0.73
N -0.28 1.26 -0.41
N 0.11 1.11 1.95
N 1.41 -0.34 0.52

Properties
Structure (SMILES): [H]/N=c1\ncnnnn1
HOMO energy, eV: -9.4475
Orbital gap, eV: 8.03
Largest force on an atom, eV Å⁻¹: 7.308

---

[3]
Here is an isolated molecule of C2H2NO2P from OMol25. Energies are from ωB97M-V with the def2-TZVPD basis set.

Positions of all 8 atoms, in Å:
C 0.41 -1.16 0.45
P -1.51 1.64 -0.55
C 0.86 0.06 -0.11
N 1.12 -0.50 1.20
H -0.38 -1.95 0.54
H 1.78 0.24 -0.81
O -2.39 0.47 -0.44
O 0.10 1.22 -0.28

Properties
Structure (SMILES): O=PO[C@@H]1C=N1
HOMO energy, eV: -10.3011
Orbital gap, eV: 9.93
Largest force on an atom, eV Å⁻¹: 3.967

---

[4]
Here is a cluster of 2 separate species, C2H2NO2S2 in total from OMol25. Energies are from ωB97M-V with the def2-TZVPD basis set.

Positions of all 9 atoms, in Å:
H 0.85 -1.74 -0.06
S 3.50 2.22 1.25
C 2.46 1.11 0.76
O -0.06 -1.39 0.12
C 3.00 -1.35 2.35
N 2.72 -0.46 1.65
O 1.65 1.02 -0.09
H 0.03 -0.41 -0.10
S 3.55 -2.71 3.05

Properties
HOMO energy, eV: -4.7598
Orbital gap, eV: 8.15
Charge: -1
Largest force on an atom, eV Å⁻¹: 1.834

---

[5]
Here is a cluster of 2 separate species, C2H2NO2S2 in total from OMol25. Energies are from ωB97M-V with the def2-TZVPD basis set.

Positions of all 9 atoms, in Å:
H 0.24 0.62 -1.29
N 0.13 1.30 -0.55
C -0.29 0.84 0.69
C 0.07 -1.99 -0.20
H 0.74 2.10 -0.54
O -0.83 -0.28 0.77
S -0.09 1.92 1.95
S -1.15 -2.60 -0.97
O 1.18 -1.90 0.14

Properties
HOMO energy, eV: -3.5174
Orbital gap, eV: 6.64
Charge: -1
Largest force on an atom, eV Å⁻¹: 1.910

---

[6]
Here is the ion C2H2NO3 with charge -1 from OMol25. Energies are from ωB97M-V with the def2-TZVPD basis set.

Positions of all 8 atoms, in Å:
C 0.86 0.70 -0.45
O -0.67 -0.07 1.83
O -1.97 -0.94 0.20
H 0.86 1.30 0.48
N 0.22 -0.46 -0.25
O 1.40 1.06 -1.49
C -0.95 -0.49 0.70
H 0.24 -1.10 -1.03

Properties
Structure (SMILES): O=CNC(=O)[O-]
HOMO energy, eV: -4.6920
Orbital gap, eV: 9.00
Charge: -1
Largest force on an atom, eV Å⁻¹: 0.776